(1)
Density functional theory data (ωB97M-V/def2-TZVPD) for a molecular structure, C35H40BF2IN6O4SiZr.

Computed properties:
Highest occupied orbital energy   -7.9 eV
Energy relative to the best compared isomer or geometry (same formula, charge and spin)   0.0 kcal/mol
Electronic energy   -2846.444932 Ha

Structure (ORCA input):
```
! wB97M-V def2-TZVPD RIJCOSX def2/J DEFGRID3
* xyz 0 1
I -1.365 2.836 -2.252
Zr -0.438 0.504 -0.869
Si 1.829 -3.203 0.614
F 4.463 -1.555 0.263
F 4.237 -0.306 2.126
O -0.568 -0.396 -2.687
O -1.367 1.487 1.006
O -2.087 -0.464 -0.490
O 4.225 -0.709 -5.190
N 2.513 -1.910 1.630
N -3.286 -3.690 2.025
N -3.457 2.261 1.555
N 0.051 -2.431 -5.549
N 1.705 0.298 -1.701
N -2.279 -1.733 2.075
C 1.583 2.873 0.779
C 2.234 1.340 -0.909
C -3.154 -1.183 -0.782
C -2.024 -2.406 3.239
C 0.977 -0.696 5.375
C 2.270 -0.226 -2.725
C 3.783 3.002 -0.204
C 3.493 1.929 -1.023
C 1.598 -4.781 1.626
C 0.173 -2.591 -0.087
C 2.172 -1.874 -4.594
C -3.664 -2.219 0.057
C -4.798 -2.922 -0.357
C 1.023 0.195 4.313
C -3.838 -0.903 -1.974
C 0.119 -1.044 -3.589
C 2.950 -3.629 -0.835
C -2.194 1.931 1.800
C 1.881 -1.533 2.873
C 1.242 1.769 -0.008
C -4.966 -1.604 -2.342
C -2.038 -1.448 -4.841
C 3.672 -1.935 -4.723
C 1.532 -1.093 -3.611
C -3.056 -2.521 1.355
C -4.262 2.937 2.549
C -0.567 -1.671 -4.673
C 1.339 -2.018 5.169
C -2.637 -3.622 3.230
C -4.088 2.052 0.264
C 1.456 -0.223 3.065
C -5.451 -2.621 -1.535
C 1.384 -2.560 -5.487
C 1.799 -2.435 3.928
C 2.829 3.472 0.697
B 3.707 -1.226 1.321
H -2.665 -4.413 3.957
H 0.654 -0.370 6.355
H 1.823 -3.219 -6.228
H -1.434 -1.964 4.020
H -3.820 -4.472 1.694
H 3.067 4.304 1.348
H -4.295 3.008 -0.218
H 1.383 -5.617 0.959
H 2.133 -3.455 3.796
H 3.941 -2.753 -5.399
H 2.475 -4.392 -1.455
H 3.891 -0.531 -6.074
H -6.347 -3.158 -1.816
H -5.471 -1.359 -3.268
H 4.237 1.566 -1.721
H -5.196 -3.708 0.274
H 0.773 -4.707 2.336
H -5.025 1.509 0.401
H 3.918 -4.008 -0.506
H 4.149 -2.120 -3.760
H -1.905 2.096 2.847
H 3.292 0.026 -3.003
H -0.120 -3.200 -0.944
H 1.288 -2.731 5.981
H -3.425 1.477 -0.368
H -4.405 3.983 2.269
H 0.170 -1.538 -0.431
H -2.605 -2.008 -4.095
H -5.239 2.460 2.622
H 1.497 0.463 2.234
H -0.620 -2.661 0.656
H -3.448 -0.104 -2.593
H -2.261 -0.388 -4.709
H 3.132 -2.761 -1.461
H 2.506 -5.031 2.176
H -3.774 2.906 3.522
H 0.716 1.225 4.451
H 4.753 3.478 -0.260
H 0.860 3.270 1.485
H -2.338 -1.771 -5.835
*
```

***

(2)
Density functional theory data (ωB97M-V/def2-TZVPD) for 4 unconnected molecules or ions with the total composition C35H40BrN2O15S.

Computed properties:
Highest occupied orbital energy   -4.6 eV
Electronic energy   -5567.939455 Ha

Structure (ORCA input):
```
! wB97M-V def2-TZVPD RIJCOSX def2/J DEFGRID3
* xyz -1 1
Br -3.502 2.483 -4.520
S 2.124 2.560 -5.060
O -2.680 -5.536 2.768
O -1.733 7.367 -2.053
O 4.758 -2.074 2.129
O 3.809 0.047 7.148
O 4.531 0.550 -6.130
O -5.822 -7.143 7.028
O -1.619 3.942 -5.927
O -4.125 -3.784 4.226
O 6.276 -0.712 6.353
O -4.308 -8.884 5.624
O 2.308 -1.236 2.893
O 4.153 -3.530 -8.412
O -1.284 8.497 -3.879
O 2.689 -4.656 -6.442
O 3.142 -0.604 -4.120
N 1.019 5.153 -5.089
N 0.370 5.525 -3.855
C -3.448 -7.269 4.142
C -1.291 0.062 1.793
C -2.053 5.026 -3.780
C -5.971 -2.184 1.892
C -4.199 -4.952 4.559
C 3.125 -3.389 -6.309
C 5.599 -1.427 4.215
C -2.064 -1.305 1.622
C -3.417 -5.976 3.803
C 3.345 -1.292 -5.101
C 1.405 3.993 -4.929
C 3.988 -0.450 5.911
C 3.198 -1.120 3.713
C -5.030 -5.405 5.673
C 4.385 -1.447 -7.340
C 0.845 1.450 1.104
C 1.809 4.644 -1.113
C 1.249 3.868 0.145
C 2.860 -2.667 -5.217
C 4.583 -1.553 3.355
C -2.201 3.956 -4.902
C 2.973 -0.573 5.051
C 1.298 2.317 -0.137
C -4.640 -1.755 1.120
C -0.948 6.135 -4.115
C 0.978 5.973 -1.440
C 1.266 6.284 -2.971
C -5.064 -6.698 6.009
C -1.334 7.398 -3.275
C 3.921 -2.828 -7.443
C -4.260 -7.719 5.270
C -3.565 -1.170 2.145
C 5.379 -0.859 5.543
C 4.118 -0.721 -6.248
C -0.168 0.276 0.707
H 0.327 2.097 1.856
H 1.642 3.985 -2.011
H 3.877 -2.053 1.707
H -1.008 6.355 -5.214
H -0.641 0.505 -0.287
H 4.692 0.032 7.566
H -0.091 5.677 -1.282
H 1.983 4.045 0.980
H 0.207 4.159 0.420
H -6.739 -2.600 1.198
H 1.715 0.987 1.643
H 4.214 0.849 -5.255
H 3.013 -4.952 -7.314
H -1.590 -2.071 2.299
H -3.685 -1.742 3.117
H -2.885 -8.020 3.604
H -3.019 5.501 -3.486
H 2.336 2.007 -0.445
H -4.946 -0.911 0.444
H -5.605 -4.656 6.201
H 1.362 7.377 -3.190
H -2.024 -1.720 0.587
H 2.878 4.944 -0.989
H -2.826 -4.570 2.732
H -5.703 -3.023 2.610
H 4.945 -1.048 -8.175
H 2.298 5.860 -3.142
H 2.288 -3.063 -4.389
H 1.309 6.795 -0.768
H -4.214 -2.599 0.521
H -2.068 0.869 1.687
H -3.852 -0.103 2.329
H -0.862 0.128 2.824
H 6.606 -1.735 3.968
H 0.403 -0.677 0.566
H 1.964 -0.279 5.304
H -5.669 -8.107 7.065
H -1.656 4.471 -2.885
H -6.394 -1.332 2.476
H 0.644 2.034 -1.008
*
```

***

Number 1: gap between HOMO and LUMO 7.41 eV, F_max 2.29 eV/A. Number 2: gap between HOMO and LUMO 3.99 eV, F_max 3.57 eV/A.